No. 1
C46H48Cl5F6N2O10P2RbSb | ωB97M-V/def2-TZVPD

Last column: Löwdin charge in e.
Geometry (Å):
Rb  1.13180  -1.82831  0.44525  0.805
O  -3.06760  -3.60339  0.60811  0.112
C  -1.96690  -3.35874  1.33561  -0.477
O  -1.46787  -2.26452  1.41477  -0.007
C  -1.42418  -4.60899  1.98230  -0.143
O  -0.56818  -4.26144  3.02140  -0.114
C  0.53632  -5.13977  3.19439  -0.114
C  1.55660  -5.19207  2.03084  -0.702
O  2.50185  -5.97297  2.23298  -0.034
O  1.34204  -4.45352  1.04224  -0.173
H  -3.27617  -2.79770  0.09867  0.106
H  -0.91638  -5.15831  1.18117  0.144
H  -2.27608  -5.21063  2.33032  0.137
H  0.19323  -6.15836  3.41523  0.117
H  1.06589  -4.77320  4.07254  0.124
Cl  4.10724  3.35642  6.09825  0.606
C  3.83815  2.56312  4.58325  -0.740
C  2.63158  1.90800  4.32123  -0.707
Cl  1.39488  1.90566  5.53127  0.649
C  2.41651  1.27005  3.11548  -0.585
Cl  0.93183  0.44288  2.80596  0.714
C  3.39568  1.23291  2.06532  -0.539
O  3.22261  0.62532  0.98081  -0.142
C  4.60245  1.94719  2.37295  -0.630
Cl  5.82458  1.92683  1.15252  0.689
C  4.81238  2.57474  3.58533  -0.714
Cl  6.31627  3.39020  3.88303  0.627
C  5.22411  -1.20105  3.41104  0.014
C  4.39033  -2.16068  2.59001  -0.517
O  3.17856  -2.21226  2.66591  0.010
N  5.11859  -2.97853  1.77714  0.082
C  4.49698  -3.83893  0.78500  -0.108
C  4.73906  -3.31832  -0.60095  -0.240
C  5.53658  -3.96672  -1.52603  -0.031
C  5.73860  -3.40739  -2.78610  -0.077
C  5.15731  -2.19499  -3.10373  -0.083
C  4.39528  -1.64341  -2.08279  -0.040
N  4.17289  -2.13523  -0.93330  0.144
H  4.56749  -0.62624  4.05868  0.083
H  5.76508  -0.52090  2.75120  0.065
H  5.95209  -1.74640  4.01537  0.082
H  6.09652  -2.76142  1.67566  0.136
H  3.42944  -3.89099  0.99612  0.080
H  4.86423  -4.86179  0.87580  0.124
H  5.97730  -4.92145  -1.27024  0.109
H  6.34336  -3.93468  -3.51555  0.102
H  5.25330  -1.72427  -4.07056  0.095
H  2.81671  0.16398  -2.56203  0.069
O  1.20615  2.00797  -0.33841  -0.099
H  1.87350  1.52785  0.19216  -0.015
H  1.35037  1.62408  -1.21770  0.003
O  -0.45274  0.46241  -4.07942  -0.064
H  0.45405  0.51892  -3.73844  0.005
H  -0.55466  -0.47776  -4.27004  0.001
C  -2.42838  0.78867  0.78460  -0.528
P  -1.75831  0.64015  -0.94304  1.085
C  -1.94468  2.33080  -1.61889  -0.357
C  -1.39627  3.39562  -0.90009  -0.134
C  -1.38058  4.67823  -1.42272  -0.098
C  -1.90020  4.92512  -2.68669  -0.112
C  -2.41455  3.87083  -3.42505  -0.092
C  -2.42739  2.58434  -2.90170  -0.099
C  -2.97170  -0.39658  -1.83472  -0.374
C  -2.53216  -1.69471  -2.09979  -0.124
C  -3.36966  -2.62414  -2.70489  -0.076
C  -4.65712  -2.25545  -3.06397  -0.090
C  -5.09989  -0.95999  -2.82477  -0.089
C  -4.26379  -0.03804  -2.21369  -0.114
P  -4.21398  0.67074  1.21009  1.037
C  -4.13263  1.15249  2.97992  -0.374
C  -3.00539  0.92237  3.76820  -0.081
C  -3.00424  1.25122  5.11763  -0.079
C  -4.12762  1.81316  5.70479  -0.106
C  -5.25822  2.04180  4.93182  -0.105
C  -5.25920  1.71154  3.58562  -0.112
C  -4.94829  2.20194  0.51644  -0.400
C  -4.34242  3.45207  0.61176  -0.084
C  -4.91788  4.56553  0.02181  -0.079
C  -6.12595  4.44786  -0.65318  -0.097
C  -6.75575  3.21580  -0.73413  -0.098
C  -6.16511  2.10026  -0.15487  -0.134
H  -1.93630  1.66951  1.21083  0.043
H  -1.96697  -0.05890  1.29669  -0.009
H  -0.92282  3.21836  0.05651  0.089
H  -0.93645  5.48200  -0.84721  0.100
H  -1.87831  5.92545  -3.10334  0.089
H  -2.79130  4.03728  -4.42743  0.095
H  -2.77987  1.76826  -3.51536  0.092
H  -1.51438  -1.97254  -1.85236  0.075
H  -2.99239  -3.61802  -2.90924  0.110
H  -5.31216  -2.97408  -3.54203  0.095
H  -6.10269  -0.66937  -3.11728  0.095
H  -4.61384  0.96836  -2.02937  0.086
H  -2.10664  0.48891  3.34902  0.078
H  -2.11002  1.06823  5.70029  0.099
H  -4.12176  2.07527  6.75560  0.093
H  -6.14254  2.48339  5.37579  0.093
H  -6.14430  1.90658  2.98978  0.097
H  -3.39826  3.54999  1.13288  0.107
H  -4.41310  5.52188  0.07159  0.101
H  -6.56892  5.31806  -1.12242  0.094
H  -7.69703  3.11581  -1.26112  0.094
H  -6.63649  1.12725  -0.23893  0.093
C  4.01447  2.41170  -2.23620  -0.055
C  3.00178  2.00510  -3.29272  -0.466
C  2.00413  3.10457  -3.60334  -0.044
O  2.22516  0.88763  -2.84226  -0.092
H  4.62583  3.24799  -2.58541  0.079
H  4.67982  1.58134  -1.99017  0.068
H  3.50429  2.70821  -1.31908  0.072
H  3.52172  1.70489  -4.21195  0.135
H  1.48630  3.40813  -2.69060  0.078
H  1.26187  2.76265  -4.32567  0.078
H  2.51547  3.97920  -4.01203  0.078
F  1.02235  -1.98105  -2.15123  -0.492
Sb  1.02861  -3.33250  -3.52421  1.380
F  -0.45653  -2.49083  -4.37686  -0.352
F  -0.17811  -4.29476  -2.41911  -0.354
F  0.98678  -4.68349  -4.84439  -0.369
F  2.49408  -4.11430  -2.63130  -0.325
F  2.20088  -2.27098  -4.56683  -0.355

## Properties
* frontier orbital gap (alpha / beta): 6.86 / 6.86 eV
* 2S+1: 2
* ⟨S²⟩: 0.7554
* molecular weight: 1349.3 g mol⁻¹
* HOMO energy (alpha / beta): -3.25 / -3.26 eV
* E_tot: -6491.19116 Eh
* net charge: -2
* LUMO (alpha / beta): 0.1327 / 0.1326 Eh

No. 2
C46H49IN7PPdSi | ωB97M-V/def2-TZVPD

Last column: Löwdin charge in e.
Geometry (Å):
Pd  -0.01560  -0.07920  -0.38540  0.427
I  0.28620  0.39330  2.54210  1.060
C  2.17250  0.08060  3.55290  -0.531
C  2.05930  0.00530  4.91740  -0.144
C  3.19790  -0.08970  5.72270  -0.044
C  4.42730  -0.08940  5.13240  -0.004
C  4.57000  -0.04890  3.72980  -0.142
C  5.86500  -0.08590  3.17610  0.010
C  6.05260  -0.09280  1.82350  -0.027
C  4.94100  -0.06070  0.98540  -0.093
C  3.64880  -0.00560  1.47780  -0.297
P  2.48560  0.00260  0.04570  1.040
C  3.11040  -1.48950  -0.80300  -0.373
C  2.90830  -2.68560  -0.10620  -0.132
C  3.31920  -3.88800  -0.65260  -0.056
C  3.93160  -3.90930  -1.89650  -0.043
C  4.15270  -2.72350  -2.57720  -0.046
C  3.73970  -1.51490  -2.04190  -0.077
C  3.05980  1.44810  -0.88860  -0.379
C  2.72510  1.52560  -2.23980  -0.138
C  3.23450  2.54620  -3.01980  -0.051
C  4.06680  3.50090  -2.45450  -0.052
C  4.34420  3.46250  -1.09720  -0.065
C  3.81910  2.45940  -0.30260  -0.073
C  3.41370  0.01470  2.87690  -0.196
H  1.08760  0.03580  5.38320  0.095
H  3.08070  -0.13470  6.79320  0.122
H  5.32030  -0.12520  5.73380  0.126
H  6.71120  -0.11840  3.84440  0.129
H  7.03740  -0.13980  1.38990  0.121
H  5.10130  -0.06300  -0.08440  0.112
H  2.47260  -2.64720  0.88690  0.110
H  3.16590  -4.81290  -0.11860  0.112
H  4.25680  -4.84710  -2.32020  0.119
H  4.64940  -2.74380  -3.53440  0.117
H  3.93560  -0.59990  -2.58300  0.101
H  2.07410  0.77430  -2.67000  0.064
H  2.99590  2.58660  -4.07070  0.114
H  4.48910  4.28000  -3.06880  0.119
H  4.99170  4.20460  -0.65520  0.119
H  4.02930  2.45510  0.75670  0.115
N  -2.00520  -0.56910  -6.32190  0.287
C  -1.27790  -0.28580  -5.47320  -0.229
N  -0.51950  0.06860  -4.50320  0.223
C  -0.11430  -0.42140  -3.43700  -0.274
N  0.33050  -0.79780  -2.41360  0.156
N  0.18430  2.26400  -0.72930  0.142
C  0.17290  3.42390  -0.71360  -0.229
N  0.16690  4.70670  -0.72590  -0.080
C  -0.78930  5.43990  -1.54670  -0.128
C  -0.23580  6.82920  -1.87090  -0.162
C  1.27730  6.76340  -2.05910  -0.179
C  1.97330  6.36450  -0.75120  -0.152
C  1.04350  5.50130  0.11590  -0.118
H  -1.74720  5.52310  -1.01610  0.130
H  -0.95740  4.86980  -2.46370  0.119
H  -0.47900  7.53010  -1.07180  0.121
H  -0.71440  7.18600  -2.78250  0.122
H  1.64810  7.73090  -2.39200  0.118
H  1.50650  6.03160  -2.83570  0.110
H  2.24320  7.25260  -0.17870  0.120
H  2.89090  5.82100  -0.98170  0.084
H  0.41180  6.14280  0.74010  0.134
H  1.61240  4.83820  0.77010  0.127
C  -1.79560  -4.97030  0.18090  -0.024
C  -1.14080  -4.28080  1.37270  -0.615
C  0.12430  -5.03910  1.79390  -0.034
C  -2.10870  -4.19160  2.54910  -0.025
N  -0.80660  -2.88660  1.03500  -0.084
N  -0.20160  -2.57210  -0.18500  -0.011
H  -2.15710  -5.94720  0.48610  0.100
H  -1.09040  -5.12040  -0.63390  0.083
H  -2.63900  -4.38990  -0.18280  0.060
H  -0.14390  -6.05420  2.06380  0.091
H  0.59310  -4.57400  2.65860  0.084
H  0.84580  -5.08860  0.98250  0.062
H  -2.35510  -5.18090  2.91790  0.094
H  -3.02430  -3.69400  2.24640  0.077
H  -1.66930  -3.63400  3.37120  0.084
H  -0.30570  -2.45150  1.80980  0.049
H  -0.79700  -2.90180  -0.94960  0.081
H  0.74900  -2.95060  -0.31620  0.055
C  -4.58460  -3.56050  -2.28420  -0.062
C  -3.65150  -2.77300  -2.94050  -0.068
C  -3.05150  -1.72320  -2.26690  -0.131
C  -3.35750  -1.46140  -0.93510  -0.329
C  -4.31550  -2.23770  -0.29260  -0.116
C  -4.92070  -3.28670  -0.96610  -0.074
Si  -2.48690  -0.02660  0.00870  0.694
C  -3.17780  1.58690  -0.79650  -0.330
C  -2.70200  2.04410  -2.01860  -0.148
C  -3.24870  3.17770  -2.59750  -0.097
C  -4.26510  3.86070  -1.94970  -0.074
C  -4.74210  3.40730  -0.73160  -0.063
C  -4.20690  2.26540  -0.15680  -0.098
H  -5.06250  -4.37540  -2.80620  0.115
H  -3.40110  -2.95870  -3.97430  0.106
H  -2.33900  -1.09950  -2.78470  0.051
H  -4.58890  -2.02830  0.73100  0.100
H  -5.66190  -3.89080  -0.46470  0.116
H  -2.98200  -0.08110  1.41500  -0.025
H  -1.89380  1.52420  -2.51830  0.061
H  -2.89170  3.51520  -3.55930  0.107
H  -4.69460  4.74220  -2.40220  0.113
H  -5.54220  3.93400  -0.23350  0.113
H  -4.59640  1.90980  0.78470  0.100

## Properties
* frontier orbital gap (alpha / beta): 7.25 / 3.65 eV
* 2S+1: 5
* ⟨S²⟩: 6.0474
* molecular weight: 992.3 g mol⁻¹
* HOMO energy (alpha / beta): -12.14 / -13.24 eV
* E_tot: -3221.29381 Eh
* net charge: +2
* LUMO (alpha / beta): -0.1798 / -0.3525 Eh